1.
This record from the OMol25 dataset describes a cluster of 2 separate species, C4H9NO2 in total. The level of theory is wB97M-V/def2-TZVPD.

The geometry in XYZ format:
```
16
Properties=species:S:1:pos:R:3:lowdin_charge:R:1
C 1.75315 -0.14528 -1.78363 -0.090
C 0.87753 0.06512 -0.53454 -0.218
C -0.41689 0.66472 -1.01048 -0.307
O -1.49416 0.11251 -1.01606 0.032
H 1.68472 -1.17929 -2.12830 0.079
H 2.79992 0.09716 -1.59414 0.073
H 1.41451 0.49342 -2.60936 0.073
H 0.68008 -0.86971 -0.00157 0.114
H 1.35660 0.75908 0.16785 0.121
H -0.30820 1.69189 -1.42378 0.134
N -1.86973 -0.78676 1.89161 0.133
C -1.00384 0.23468 2.11028 -0.437
O -0.35634 0.41818 3.12039 0.006
H -1.97686 -1.48355 2.61267 0.106
H -2.17675 -0.99013 0.95110 0.080
H -0.96374 0.91795 1.24797 0.101
```

As for the relative energy (zero: lowest compared OMol25 entry of this formula, charge and spin): 28.4 kcal per mole. The value obtained for the HOMO energy is -9.91 eV. Its structure (SMILES) is CCC=O.NC=O. Its multiplicity is 1. The value obtained for the LUMO energy is 0.7 eV. The calculation puts the HOMO-LUMO gap at 10.65 eV.

***

2.
This record from the OMol25 dataset describes the molecule Cl3H3Si3. The level of theory is wB97M-V/def2-TZVPD.

The geometry in XYZ format:
```
9
Properties=species:S:1:pos:R:3:lowdin_charge:R:1
Cl -2.83345 2.82785 -0.16136 0.090
Si -1.99055 0.93973 -0.60608 0.120
Si 0.02651 1.11884 -1.50886 0.197
Si 1.80851 0.67595 0.01643 -0.374
Cl 3.69904 1.37942 -0.41885 0.163
Cl 1.39539 2.08309 1.59941 0.091
H -3.44475 0.17351 -0.52846 -0.074
H -0.17453 -0.22299 -2.31172 -0.148
H 2.22728 -0.76551 0.36304 -0.064
```

As for the relative energy (zero: lowest compared OMol25 entry of this formula, charge and spin): 22.7 kcal per mole. The value obtained for the HOMO energy is -8.63 eV. Its structure (SMILES) is Cl/[SiH]=[SiH]/[SiH](Cl)Cl. Its multiplicity is 1. The value obtained for the LUMO energy is -2.0 eV. The calculation puts the HOMO-LUMO gap at 6.67 eV.

***

3.
This record from the OMol25 dataset describes the molecule C6H15B2FO3. The level of theory is wB97M-V/def2-TZVPD.

The geometry in XYZ format:
```
27
Properties=species:S:1:pos:R:3:lowdin_charge:R:1
C 3.45408 0.16163 1.06548 -0.099
C 2.07015 -0.21620 0.51599 -0.232
C 1.59169 0.69064 -0.62833 -0.189
C 0.88736 -0.06245 -1.73860 -0.189
O -0.12930 -0.94726 -1.25654 0.038
B -1.19031 -0.47289 -0.53991 -0.309
C -1.79934 0.96469 -0.79072 -0.080
C -2.67732 1.46879 0.33808 -0.225
F -3.89365 0.79478 0.31778 -0.048
B -1.77959 -1.59695 0.61790 -0.528
O -1.96196 -1.24736 1.92222 0.159
O -1.94442 -2.93687 0.30662 0.145
H 3.46815 0.09753 2.15034 0.066
H 3.70790 1.18297 0.78878 0.065
H 4.22162 -0.50138 0.67287 0.069
H 2.03093 -1.25840 0.20305 0.113
H 1.34781 -0.13859 1.33060 0.107
H 2.46584 1.16050 -1.08723 0.114
H 0.99046 1.51432 -0.24391 0.107
H 1.62501 -0.69095 -2.23684 0.128
H 0.49854 0.62033 -2.49683 0.125
H -1.04368 1.73078 -0.98191 0.098
H -2.42208 0.95135 -1.69150 0.125
H -2.22761 1.31080 1.31729 0.115
H -2.88842 2.53292 0.23371 0.115
H -2.05925 -2.03979 2.46409 0.111
H -2.34263 -3.07293 -0.55245 0.095
```

As for the relative energy (zero: lowest compared OMol25 entry of this formula, charge and spin): 0.0 kcal per mole. The value obtained for the HOMO energy is -9.51 eV. Its structure (SMILES) is CCCCOB(CCF)B(O)O. Its multiplicity is 1. The value obtained for the LUMO energy is 0.7 eV. The calculation puts the HOMO-LUMO gap at 10.17 eV.

***

4.
This record from the OMol25 dataset describes the molecule C4H4NOP. The level of theory is wB97M-V/def2-TZVPD.

The geometry in XYZ format:
```
11
Properties=species:S:1:pos:R:3:lowdin_charge:R:1
C -0.50146 -3.67520 -0.73572 -0.390
C -1.11614 0.19235 -0.52614 -0.172
C -1.18376 -2.83051 -1.56510 -0.149
C -0.06362 0.09540 0.49139 -0.171
N 0.13075 -4.60135 -0.30897 0.135
O -3.02269 -0.93356 -1.96902 -0.337
P -1.79882 -1.28987 -1.26777 0.746
H -1.46099 1.07804 -0.84096 0.032
H -0.55119 0.50606 1.45688 0.113
H 0.77746 0.80099 0.43329 0.076
H 0.38916 -0.96214 0.78476 0.118
```

As for the relative energy (zero: lowest compared OMol25 entry of this formula, charge and spin): 101.0 kcal per mole. The value obtained for the HOMO energy (alpha / beta) is -9.67 / -9.40 eV. Its multiplicity is 1. The value obtained for the LUMO energy (alpha / beta) is -2.6 / -2.5 eV. The calculation puts the HOMO-LUMO gap (alpha / beta) at 7.03 / 6.93 eV.

***

5.
This record from the OMol25 dataset describes the molecule C5H10O. The level of theory is wB97M-V/def2-TZVPD.

The geometry in XYZ format:
```
16
Properties=species:S:1:pos:R:3:lowdin_charge:R:1
C 1.68444 -0.35767 0.24425 -0.067
C 0.35926 -0.13988 0.93227 -0.249
C -0.97292 -0.35741 0.22194 -0.256
C -1.05774 -0.81141 -1.21777 -0.060
C -0.52242 1.01781 0.56028 -0.375
O -0.23311 1.83623 -0.52911 -0.038
H 2.49824 0.10954 0.81208 0.076
H 1.91339 -1.42557 0.15607 0.078
H 1.68978 0.07332 -0.76063 0.073
H 0.35476 -0.40228 1.98977 0.130
H -1.76302 -0.74737 0.85900 0.129
H -0.36458 -0.25980 -1.85763 0.072
H -2.06708 -0.64553 -1.61115 0.079
H -0.83459 -1.88092 -1.30504 0.079
H -1.06061 1.54914 1.43060 0.165
H 0.35950 2.44744 0.08147 0.165
```

As for the relative energy (zero: lowest compared OMol25 entry of this formula, charge and spin): 36.3 kcal per mole. The value obtained for the HOMO energy is -9.40 eV. Its structure (SMILES) is C[C@@H]1[C@H](C)[C@@H]1O. Its multiplicity is 1. The value obtained for the LUMO energy is 0.9 eV. The calculation puts the HOMO-LUMO gap at 10.25 eV.

***

6.
This record from the OMol25 dataset describes the molecule C3H4N4O. The level of theory is wB97M-V/def2-TZVPD.

The geometry in XYZ format:
```
12
Properties=species:S:1:pos:R:3:lowdin_charge:R:1
C -1.85729 0.79799 0.06279 -0.023
C -1.05280 -0.42926 -0.06604 -0.509
O -1.55623 -1.53467 -0.12087 0.109
N 0.29851 -0.25301 -0.20585 -0.076
N 1.13596 -1.28439 -0.00872 0.106
C 2.27960 -0.86898 0.00179 -0.208
N 2.38305 0.58008 -0.02371 0.078
N 1.09654 0.89816 -0.23679 0.066
H -1.20704 1.63402 -0.53699 0.122
H -2.88205 0.50230 -0.25831 0.097
H -1.75738 1.42244 1.07794 0.133
H 3.11914 -1.46467 0.31476 0.106
```

As for the relative energy (zero: lowest compared OMol25 entry of this formula, charge and spin): 74.0 kcal per mole. The value obtained for the HOMO energy is -10.92 eV. Its structure (SMILES) is CC(=O)n1ncnn1. Its multiplicity is 1. The value obtained for the LUMO energy is -0.5 eV. The calculation puts the HOMO-LUMO gap at 10.39 eV.

***

7.
This record from the OMol25 dataset describes a structure of composition C52H57N4O2P2RuSi. The level of theory is wB97M-V/def2-TZVPD.

The geometry in XYZ format:
```
119
Properties=species:S:1:pos:R:3:lowdin_charge:R:1
Ru -0.57752 -0.26232 0.22097 0.963
C -0.75324 -0.23270 -4.55662 -0.160
Si -1.11498 0.32362 -2.79148 0.480
C 0.00067 1.88188 -2.65589 -0.218
C -0.15416 2.67016 -3.80978 -0.106
C 0.61091 3.79595 -4.05674 -0.068
C 1.59627 4.16783 -3.15558 -0.071
C 1.75177 3.43671 -1.99370 -0.132
C 0.94614 2.32653 -1.71738 -0.360
P 1.03007 1.57936 -0.06095 1.012
C 0.46564 2.91946 1.06939 -0.345
C 0.51962 4.28158 0.79593 -0.080
C 0.10459 5.20736 1.74376 -0.081
C -0.37570 4.78690 2.97311 -0.079
C -0.44867 3.42930 3.25016 -0.070
C -0.03565 2.50645 2.30279 -0.137
C 2.81007 1.49417 0.35667 -0.348
C 3.16597 1.30941 1.69100 -0.086
C 4.49049 1.11178 2.04496 -0.072
C 5.47946 1.10265 1.06924 -0.086
C 5.13378 1.27458 -0.26226 -0.091
C 3.80417 1.45778 -0.61821 -0.124
C -2.91544 0.94607 -2.73786 -0.232
C -3.66920 1.03382 -3.91456 -0.092
C -5.01463 1.36445 -3.90378 -0.073
C -5.65144 1.63804 -2.70232 -0.070
C -4.92807 1.57823 -1.52498 -0.098
C -3.58076 1.21790 -1.53301 -0.365
P -2.68492 1.20927 0.06908 1.051
C -3.66212 0.08681 1.14138 -0.371
C -3.28416 -0.01784 2.48122 -0.135
C -3.88419 -0.94582 3.31532 -0.068
C -4.86564 -1.79356 2.81985 -0.081
C -5.24362 -1.70520 1.48919 -0.078
C -4.64282 -0.77353 0.65295 -0.099
C -3.15950 2.88224 0.66229 -0.347
C -2.73460 3.95027 -0.12881 -0.101
C -3.11114 5.24793 0.17075 -0.082
C -3.90577 5.49965 1.28098 -0.088
C -4.32458 4.44639 2.07842 -0.080
C -3.95915 3.14184 1.76948 -0.081
H -1.22233 0.38771 -5.31784 0.019
H -1.07852 -1.25503 -4.72883 0.018
H 0.32357 -0.18965 -4.72941 0.048
H -0.89589 2.39218 -4.54605 0.088
H 0.44684 4.37198 -4.95816 0.106
H 2.22476 5.02783 -3.34581 0.107
H 2.50447 3.73867 -1.27586 0.106
H 0.86362 4.64082 -0.16334 0.088
H 0.14329 6.26312 1.50920 0.106
H -0.70388 5.51188 3.70625 0.104
H -0.83899 3.08612 4.20012 0.107
H -0.12302 1.44820 2.51301 0.045
H 2.41267 1.29134 2.46741 0.089
H 4.74045 0.94544 3.08378 0.105
H 6.51519 0.95511 1.34649 0.102
H 5.89638 1.25465 -1.03061 0.105
H 3.54522 1.55492 -1.66453 0.103
H -3.20072 0.83046 -4.86760 0.087
H -5.56684 1.41087 -4.83360 0.104
H -6.70107 1.89939 -2.68228 0.105
H -5.41456 1.81436 -0.58556 0.114
H -2.50105 0.62126 2.87366 0.093
H -3.56561 -1.02283 4.34634 0.108
H -5.32509 -2.52891 3.46726 0.102
H -5.99892 -2.37093 1.09253 0.104
H -4.93912 -0.72523 -0.38557 0.090
H -2.11673 3.75971 -1.00128 0.107
H -2.78096 6.06277 -0.46016 0.106
H -4.19943 6.51317 1.52071 0.101
H -4.95112 4.63359 2.94064 0.103
H -4.31877 2.33097 2.38823 0.096
C -2.79081 -2.34621 -2.56093 -0.051
C -1.42728 -2.32775 -1.86018 -0.670
C -0.40189 -3.13367 -2.67208 -0.040
C -1.59781 -3.00262 -0.49965 -0.075
N -0.92107 -0.94435 -1.65848 -0.248
H -3.16652 -3.37009 -2.59576 0.088
H -2.74431 -1.97392 -3.58402 0.065
H -3.51390 -1.73660 -2.01638 0.066
H -0.85054 -4.05737 -3.04531 0.086
H 0.44966 -3.39122 -2.04343 0.060
H -0.04006 -2.56205 -3.52367 0.055
H -1.80876 -4.06560 -0.63341 0.093
H -2.42860 -2.55843 0.06221 0.067
H -0.67953 -2.93514 0.08975 0.045
O -0.39517 -0.87317 2.17191 -0.368
N 0.74582 -1.11937 2.88065 -0.204
C 1.56836 -2.15450 2.50914 -0.078
C 2.70389 -2.39746 3.20809 -0.103
C 3.04646 -1.62002 4.35399 -0.129
C 2.11138 -0.64845 4.76143 -0.124
C 0.97658 -0.40762 4.04672 -0.104
H 1.24875 -2.70809 1.63787 0.086
H 3.33256 -3.21672 2.88144 0.093
H 3.94675 -1.80744 4.91640 0.074
H 2.26684 -0.07467 5.66570 0.097
H 0.20392 0.28241 4.34161 0.101
C 2.59378 -6.44517 0.47242 -0.041
N 3.45976 -5.35036 0.09678 -0.092
C 4.88366 -5.57788 0.23820 -0.173
C 5.64741 -4.58270 -0.60649 -0.157
C 5.21385 -3.19074 -0.20494 -0.167
N 3.77109 -3.06539 -0.29878 -0.067
C 3.29920 -1.69581 -0.31895 -0.046
C 2.90847 -4.10559 -0.09324 -0.485
O 1.69273 -3.94749 -0.09999 0.003
H 2.73808 -7.29015 -0.20485 0.088
H 1.56121 -6.11409 0.41950 0.084
H 2.81068 -6.77730 1.49231 0.091
H 5.09414 -6.60167 -0.07923 0.121
H 5.18738 -5.49565 1.29154 0.127
H 5.40992 -4.74822 -1.66006 0.124
H 6.72219 -4.70437 -0.47248 0.116
H 5.65660 -2.43791 -0.86154 0.121
H 5.54918 -2.96529 0.81746 0.128
H 3.71875 -1.18918 -1.19035 0.088
H 3.63340 -1.17247 0.58075 0.076
H 2.21199 -1.62181 -0.35583 0.068
```

As for the expectation value of S²: 8.785. The value obtained for the HOMO energy (alpha / beta) is -4.29 / -7.83 eV. Its multiplicity is 6. The value obtained for the LUMO energy (alpha / beta) is 0.7 / 0.1 eV. The calculation puts the HOMO-LUMO gap (alpha / beta) at 4.95 / 7.88 eV.

***

8.
This record from the OMol25 dataset describes a cluster of 2 separate species, C5H11NO in total. The level of theory is wB97M-V/def2-TZVPD.

The geometry in XYZ format:
```
18
Properties=species:S:1:pos:R:3:lowdin_charge:R:1
C -1.02994 2.42269 -0.08936 0.023
C -0.00159 1.60458 -0.26499 -0.137
C -0.11591 0.14243 -0.49928 -0.422
C -1.26539 -0.46334 -0.85670 0.043
N 1.12609 -0.47237 -0.53076 -0.051
C 1.21661 -1.91900 -0.57150 -0.106
H -2.01703 1.97657 -0.02775 0.058
H -0.98255 3.49633 -0.04679 0.057
H 1.01911 1.97166 -0.22636 0.104
H -1.33129 -1.52892 -0.97736 0.040
H -2.06758 0.21176 -1.12521 0.049
H 1.87170 -0.03262 -0.02146 0.114
H 0.42988 -2.41029 0.00126 0.072
H 1.17814 -2.29426 -1.59718 0.085
H 2.16799 -2.22110 -0.13570 0.083
O 0.19464 -0.07182 2.61783 -0.062
H -0.29967 0.53228 2.04879 0.009
H -0.09319 -0.94457 2.30250 0.038
```

As for the relative energy (zero: lowest compared OMol25 entry of this formula, charge and spin): 48.7 kcal per mole. The value obtained for the HOMO energy is -8.15 eV. Its structure (SMILES) is C=CC(=C)NC.O. Its multiplicity is 1. The value obtained for the LUMO energy is 0.9 eV. The calculation puts the HOMO-LUMO gap at 9.04 eV.